197
Properties=species:S:1:pos:R:3:forces:R:3:lowdin_charge:R:1 method="wB97M-V/def2-TZVPD" e_tot_ev=-92761.177 e_homo_ev=-8.7 homo_lumo_gap_ev=9.188 e_lumo_ev=0.494 smiles=COC[C@H](C)N.COC[C@H](C)N.COC[C@H](C)N.COC[C@H](C)N.COC[C@H](C)N.COC[C@H](C)N.COC[C@H](C)N.COC[C@H](C)N.COC[C@H](C)N.COC[C@H](C)N.COC[C@H](C)N.OCCO
C -1.3010 5.1827 -2.6836 -0.9 0.2 1.1 -0.063
C -1.2488 3.7828 -3.1778 0.8 -2.0 0.2 -0.443
C -2.5437 3.0679 -2.8980 -0.8 0.1 0.3 -0.199
O -2.6642 2.9121 -1.4668 -0.3 -0.2 -0.2 -0.211
C -3.9815 2.4560 -1.0747 1.7 0.7 -0.1 -0.077
N -0.8654 3.6473 -4.5832 1.8 0.4 1.7 0.058
H -1.9129 5.7764 -3.3081 -1.1 0.5 -0.9 0.069
H -0.3685 5.6133 -2.7961 2.2 1.0 0.1 0.046
H -1.6537 5.3728 -1.6534 0.3 -0.6 -0.3 0.096
H -0.4782 3.1493 -2.6235 -0.7 1.0 -0.2 0.141
H -2.5369 2.1162 -3.4250 0.0 -0.4 0.2 0.097
H -3.4180 3.6349 -3.3013 0.4 -0.1 0.3 0.140
H -4.0564 2.3995 0.0225 0.4 -0.2 -0.4 0.081
H -4.1753 1.5338 -1.5819 -0.4 -0.8 0.1 0.074
H -4.6551 3.2093 -1.3983 -1.1 0.6 -0.3 0.077
H -1.5022 3.4863 -5.2990 -1.2 0.1 -1.1 0.048
H 0.0175 4.1034 -4.8176 -0.8 -0.3 -0.1 0.084
C -4.4462 -4.0130 5.7273 1.5 0.0 0.9 -0.062
C -3.6023 -3.3205 4.6503 1.0 0.3 1.5 -0.449
C -2.4323 -4.1816 4.1367 -0.6 1.3 -0.3 -0.177
O -1.5964 -3.3349 3.3238 -0.1 -0.7 -0.4 -0.232
C -0.6704 -4.0891 2.5216 -1.4 -0.3 -0.6 -0.101
N -4.4797 -2.9630 3.5386 0.3 1.0 0.6 0.059
H -5.3028 -3.4173 5.9950 -0.5 0.1 -0.2 0.068
H -3.9463 -4.2656 6.7098 0.0 0.4 -1.2 0.099
H -4.7109 -4.9280 5.2714 -1.0 -1.2 -0.2 0.058
H -3.2055 -2.3780 5.1264 0.2 -0.8 -0.5 0.130
H -2.8457 -5.0286 3.5883 -0.1 0.0 -0.5 0.125
H -1.8588 -4.6017 4.9279 0.6 -0.2 1.0 0.115
H -0.3325 -3.4746 1.6654 -0.1 0.0 0.6 0.075
H -1.2413 -4.9555 2.0612 0.9 0.6 0.6 0.101
H 0.1704 -4.4096 3.1365 0.1 -0.2 -0.1 0.080
H -3.8260 -2.5889 2.8513 -0.3 0.0 -0.4 0.045
H -4.8929 -2.1121 3.9464 -0.5 -0.4 -0.9 0.068
C 5.4650 -0.7851 -3.7544 -1.0 -0.8 0.0 -0.059
C 5.2891 0.6616 -4.0747 -0.5 1.2 0.6 -0.441
C 3.8643 1.2144 -4.0141 -0.6 -0.1 0.9 -0.230
O 3.1285 0.7074 -5.0617 0.0 -1.1 -1.9 -0.206
C 1.7890 1.1072 -5.1611 -0.7 -0.7 -0.2 -0.106
N 6.1191 1.3987 -3.1039 -0.4 0.2 -0.5 0.054
H 5.3867 -0.9426 -2.6731 -0.5 -0.2 -0.1 0.074
H 6.4719 -1.0271 -3.9771 1.1 -0.4 -0.4 0.063
H 4.8162 -1.4622 -4.3488 0.2 0.4 0.5 0.093
H 5.5784 0.8421 -5.0880 0.7 0.2 -0.7 0.129
H 3.8106 2.3179 -4.2049 0.5 -0.4 1.1 0.137
H 3.4185 0.8733 -3.0247 0.2 0.9 -0.6 0.141
H 1.6324 2.0987 -4.7519 -0.1 0.3 0.3 0.063
H 1.2137 0.3359 -4.6069 -0.3 0.8 -0.3 0.074
H 1.4152 1.1373 -6.2280 0.7 -0.2 1.1 0.100
H 5.7142 1.1342 -2.2102 0.3 0.1 0.4 0.029
H 5.8906 2.3867 -3.2071 0.3 0.0 0.1 0.062
C -3.7040 -3.9889 0.2408 0.8 1.3 -0.1 -0.050
C -3.3046 -3.6294 -1.2103 -0.6 -1.2 0.8 -0.402
C -1.9958 -4.3618 -1.6221 -1.1 -0.7 1.0 -0.197
O -1.6867 -4.1548 -2.9694 -1.3 1.2 -0.1 -0.234
C -0.7681 -5.0374 -3.4899 0.8 -1.3 0.2 -0.130
N -4.3870 -4.0169 -2.0973 -1.0 -0.3 -0.5 0.045
H -3.9212 -5.0285 0.4188 0.1 -0.5 -0.2 0.081
H -4.5468 -3.4060 0.6193 -0.3 0.0 -0.5 0.062
H -2.9043 -3.6425 0.8966 0.3 -0.4 0.2 0.044
H -3.1045 -2.5760 -1.2642 0.1 0.9 0.1 0.120
H -2.1640 -5.4525 -1.4629 0.1 0.4 0.0 0.131
H -1.2076 -4.0308 -0.9186 0.1 0.0 -0.4 0.124
H -0.6980 -4.9032 -4.5965 0.0 0.0 0.9 0.093
H -1.0768 -6.1155 -3.2530 0.6 1.2 -0.4 0.111
H 0.1852 -4.7841 -2.9759 0.1 -0.7 -0.7 0.089
H -5.3841 -3.8498 -1.8285 1.6 0.0 0.5 0.089
H -4.2744 -3.4696 -2.9254 0.0 0.0 -0.9 0.017
C 2.3355 3.2416 5.2759 -0.2 0.5 1.0 -0.088
C 2.7513 1.8104 5.0129 -0.2 -0.5 0.0 -0.438
C 1.4595 0.8812 4.7802 1.1 1.0 0.4 -0.163
O 1.8448 -0.4998 4.7169 0.2 1.4 -0.6 -0.192
C 0.7688 -1.3576 4.5385 -1.2 -1.2 1.1 -0.153
N 3.6550 1.8908 3.8771 -0.1 -1.6 -0.9 0.022
H 1.8576 3.3157 6.2814 0.0 0.2 -0.9 0.086
H 1.6799 3.6010 4.4530 0.1 -0.2 0.6 0.070
H 3.2288 3.9046 5.2799 -0.5 -0.5 0.0 0.087
H 3.4120 1.3973 5.8330 -1.2 0.3 -0.5 0.153
H 0.9131 1.2744 3.8617 0.6 -0.7 0.7 0.126
H 0.8019 1.0295 5.6561 0.0 -0.1 -0.3 0.120
H -0.0004 -1.2410 5.3784 0.8 -0.1 -1.0 0.111
H 1.1489 -2.3962 4.5731 -0.1 0.5 0.2 0.083
H 0.2362 -1.3105 3.5818 0.1 0.6 -0.1 0.067
H 3.1880 2.3341 3.0682 0.2 -0.3 0.5 0.066
H 3.7956 0.8928 3.6333 0.3 0.9 -0.4 0.069
C -5.6903 -0.3760 1.4073 -0.8 -0.7 1.1 -0.052
C -6.4699 0.5154 0.4691 -1.4 -1.0 0.7 -0.444
C -6.9623 -0.1661 -0.7735 -0.3 -1.1 1.4 -0.228
O -5.8656 -0.6135 -1.4687 1.3 -0.3 -1.2 -0.187
C -6.0832 -1.2965 -2.6838 0.0 0.2 -0.7 -0.102
N -7.6528 1.0219 1.1673 -0.4 -0.1 -1.2 0.056
H -5.2118 0.2911 2.1350 0.1 -0.4 0.0 0.061
H -4.9639 -0.9778 0.9092 0.8 -0.3 -0.4 0.053
H -6.3663 -1.0941 1.9849 0.7 0.9 -0.8 0.107
H -5.8586 1.3398 0.2700 0.8 1.4 -0.7 0.088
H -7.6764 0.4621 -1.3071 0.1 0.0 -0.3 0.135
H -7.4527 -1.0488 -0.3074 -0.6 0.1 -0.7 0.140
H -6.4592 -0.6463 -3.4789 0.0 0.4 0.1 0.088
H -6.8482 -2.0762 -2.6210 0.1 -0.3 0.4 0.088
H -5.1281 -1.7044 -3.0596 -0.5 0.3 0.4 0.064
H -7.2401 1.5218 1.8898 0.3 1.6 1.8 0.036
H -8.1171 0.2775 1.6606 -0.3 -0.5 -0.1 0.070
C 5.6169 3.3527 -0.1736 -0.1 -0.2 0.9 -0.050
C 6.0390 2.5157 1.0754 0.2 1.2 1.1 -0.401
C 6.3177 1.0900 0.6212 1.2 0.3 0.7 -0.233
O 5.1756 0.6538 -0.1133 0.1 -1.4 0.7 -0.232
C 4.0861 0.1787 0.7574 3.0 -0.5 0.1 -0.039
N 7.2226 3.1567 1.7803 -0.7 -1.9 0.2 0.030
H 6.3577 3.1947 -0.9599 -0.2 -0.3 -0.1 0.065
H 5.6480 4.4540 -0.0150 -0.4 -0.7 0.3 0.073
H 4.6038 2.9838 -0.4427 0.7 0.6 -0.2 0.067
H 5.2239 2.4066 1.8462 0.3 0.5 -1.0 0.112
H 6.5829 0.4575 1.5216 -0.7 0.3 -0.7 0.121
H 7.2840 1.0843 0.0492 -1.2 -0.1 -0.3 0.136
H 3.5430 -0.5865 0.2443 -0.6 -0.1 -0.6 0.066
H 3.5525 1.0377 1.0604 -1.1 0.7 0.4 0.044
H 4.5543 -0.3575 1.6280 -0.5 0.6 -0.5 0.089
H 7.1827 2.9525 2.8021 0.0 0.5 -1.3 0.078
H 7.2309 4.1426 1.6074 -0.1 0.4 0.2 0.037
C -1.6389 4.5787 3.5996 1.7 1.0 -0.5 -0.071
C -2.9116 3.9640 3.2002 0.2 -3.5 -0.7 -0.519
C -3.2108 2.6776 4.0145 -0.7 0.9 0.0 -0.186
O -2.4702 1.5193 3.6307 -0.4 0.9 0.3 -0.190
C -3.0028 0.3318 4.1657 -0.1 -0.4 0.6 -0.132
N -3.9566 4.8904 3.3998 -0.1 1.0 0.8 0.057
H -1.7771 5.0672 4.5954 0.5 -0.5 -0.6 0.104
H -1.4924 5.3752 2.8350 0.5 -0.1 0.7 0.090
H -0.7461 3.8845 3.5116 -1.1 0.8 0.4 0.089
H -2.8303 3.5715 2.1638 0.1 0.4 0.0 0.134
H -4.2767 2.5355 3.8671 -0.4 -0.6 -0.1 0.107
H -3.1378 2.9854 5.0621 0.5 -0.5 0.3 0.130
H -2.8085 0.1841 5.2344 -0.4 0.7 0.3 0.093
H -2.4326 -0.4898 3.7924 0.4 -0.6 -1.0 0.056
H -4.0777 0.1521 3.9466 0.5 0.4 0.1 0.079
H -3.6218 5.7997 3.1330 -0.2 0.4 0.0 0.077
H -4.8047 4.7016 2.9220 -0.7 -0.3 -0.5 0.070
C -1.9212 -0.5280 -4.4072 -0.2 0.1 0.8 -0.044
C -2.2851 -1.4538 -5.5518 1.7 0.6 -0.2 -0.431
C -0.9385 -2.0021 -6.0375 1.4 0.1 0.1 -0.196
O -0.0358 -0.9624 -6.4613 0.0 -0.8 -0.6 -0.225
C 1.0786 -1.5382 -7.1582 -0.3 -0.5 0.7 -0.103
N -3.2107 -2.4863 -5.2044 -0.7 -0.6 0.1 0.064
H -1.4377 -1.0795 -3.5727 -0.4 0.1 -0.4 0.078
H -2.7959 -0.0177 -4.0058 -0.1 0.0 0.1 0.063
H -1.1893 0.2288 -4.6983 -0.2 0.0 -0.2 0.070
H -2.7567 -0.9371 -6.3797 0.2 0.6 -0.2 0.140
H -1.0475 -2.7173 -6.8492 -0.3 -0.2 -0.3 0.114
H -0.3379 -2.4977 -5.2379 -1.0 -0.2 0.0 0.122
H 1.7443 -0.7327 -7.3913 0.3 0.4 -0.4 0.065
H 0.7422 -2.0650 -8.0601 0.0 0.2 0.0 0.086
H 1.6873 -2.2715 -6.5625 -0.7 0.5 0.0 0.104
H -3.5414 -2.9326 -6.0564 0.0 0.0 0.2 0.084
H -2.7535 -3.1964 -4.6581 0.1 -0.4 0.5 0.042
C 6.5501 -3.6929 -0.0826 -1.0 -1.1 -0.9 -0.069
C 6.4565 -3.0478 1.2909 -0.1 0.9 0.7 -0.438
C 5.2124 -3.4592 2.0803 -1.0 -1.4 -1.8 -0.159
O 4.0600 -3.0687 1.2175 1.8 -0.6 1.4 -0.221
C 2.9199 -3.4441 1.8927 -1.4 -1.4 0.4 -0.173
N 7.6473 -3.3720 2.1436 -1.8 -0.1 -1.0 0.054
H 7.4758 -3.5085 -0.6941 -0.7 0.0 0.9 0.092
H 5.6748 -3.3706 -0.6902 0.7 0.2 0.3 0.076
H 6.3546 -4.7971 -0.0270 0.6 0.7 0.2 0.091
H 6.2930 -1.9400 1.1083 0.6 -0.9 0.3 0.127
H 5.1260 -2.9557 3.0639 0.1 -0.3 -0.4 0.128
H 5.1438 -4.6320 2.1945 0.3 2.2 0.0 0.154
H 2.0712 -3.3895 1.2067 0.1 -0.2 -0.1 0.072
H 2.6601 -2.7780 2.7121 0.2 0.3 0.4 0.067
H 2.9765 -4.5109 2.3298 -0.1 1.3 -0.7 0.112
H 8.3789 -3.3637 1.4815 1.4 -0.1 -0.5 0.041
H 7.8125 -2.6051 2.7557 0.2 0.6 0.7 0.055
C -1.7456 -0.1414 0.6168 -0.5 1.0 -0.4 -0.033
C -0.3446 0.3739 0.5169 0.7 -0.2 0.8 -0.413
C 0.1934 0.3691 -0.8823 1.0 0.0 -1.9 -0.164
O -0.0342 -0.8559 -1.6254 0.2 -0.6 0.2 -0.200
C 1.0936 -1.5565 -2.2204 0.4 2.6 1.0 -0.052
N -0.2062 1.7673 1.0404 -0.4 -0.7 0.1 0.076
H -2.1683 0.3032 1.5047 -0.5 0.2 0.2 0.056
H -1.7391 -1.1855 0.7925 -0.2 -1.2 -0.3 0.058
H -2.3018 0.1522 -0.2883 -0.2 -0.3 0.4 0.095
H 0.2404 -0.2841 1.1807 0.4 0.3 -0.3 0.136
H 1.2718 0.5803 -0.8628 -0.1 0.1 0.0 0.115
H -0.2903 1.1949 -1.4744 0.3 -0.6 0.6 0.129
H 1.8483 -1.8047 -1.4935 0.3 -0.1 0.8 0.072
H 1.6365 -0.9375 -2.9513 -0.4 0.0 0.0 0.073
H 0.8165 -2.4622 -2.6719 -1.1 -1.0 -0.6 0.049
H -0.9588 2.2736 0.5674 0.2 0.3 0.1 0.075
H -0.5044 1.6929 2.0197 0.0 0.3 -0.3 0.054
C 2.2939 5.5278 0.5806 1.0 1.3 2.6 -0.271
C 1.7064 4.4323 -0.2163 0.0 -1.2 0.5 -0.234
O 2.2761 3.2178 0.3232 -0.4 0.1 -0.3 -0.131
O 1.5603 6.7442 0.4842 -0.6 -0.4 -0.5 -0.063
H 3.3819 5.6933 0.3784 -0.8 -0.2 -0.1 0.125
H 2.2473 5.2856 1.6838 0.1 -0.3 -1.1 0.129
H 2.0155 4.5540 -1.2651 -0.5 -0.3 0.1 0.125
H 0.6074 4.4293 -0.0547 0.5 0.1 -0.6 0.123
H 1.5694 2.7550 0.8200 -0.1 0.0 -0.5 0.032
H 2.1679 7.4295 0.2649 0.5 0.8 -0.3 0.062